Here is a 17-piece molecular cluster, C25H78ClNO21 overall from the Open Molecules 2025 dataset. Energies are from ωB97M-V/def2-TZVPD.

```
126
Properties=species:S:1:pos:R:3:forces:R:3
C 4.629690 1.978621 3.135034 -0.6 0.3 0.4
C 4.786280 2.742429 1.836466 -2.4 -0.3 1.1
O 5.851386 2.842519 1.382904 3.6 0.2 -1.7
N 3.678180 3.341202 1.156063 -0.6 -0.1 1.1
C 2.586833 3.780807 2.062299 -0.2 -0.5 -0.8
C 1.428148 2.770380 2.035845 0.8 0.6 0.4
C 0.414818 3.085133 3.120036 -0.4 -0.3 -0.7
C -0.914961 2.371387 2.959080 -0.4 1.3 0.8
O -0.927407 1.028018 3.510206 0.8 0.7 0.7
C -0.680013 0.083093 2.638410 0.6 -1.0 2.0
O -1.021371 0.044074 1.533038 -0.8 0.2 -3.4
O -0.001431 -0.978546 3.210891 -0.2 0.1 0.5
C 1.395955 -0.880184 3.050654 0.1 -0.8 0.1
C 1.867647 -1.084943 1.617514 -3.4 -1.9 1.7
O 2.706921 -0.497455 1.120164 3.7 2.5 -2.0
Cl 1.004480 -2.368487 0.744964 -0.1 -0.3 0.1
H 4.911157 2.638265 3.951869 0.0 0.1 0.2
H 3.628132 1.608726 3.331913 -0.1 0.0 0.0
H 5.327979 1.157730 3.162217 0.2 -0.2 -0.2
H 3.291353 2.610302 0.564457 0.2 0.2 -0.4
H 2.944161 3.953708 3.073288 0.2 -0.1 0.1
H 2.237232 4.741215 1.697767 -0.2 0.2 0.0
H 0.991435 2.829727 1.040711 -0.3 -0.1 -0.1
H 1.885252 1.791193 2.119867 -0.1 -0.4 0.1
H 0.794910 2.967788 4.132480 0.2 -0.2 0.1
H 0.165463 4.139156 3.007629 -0.1 0.2 0.1
H -1.614606 2.939862 3.559070 -0.4 -0.2 0.2
H -1.271271 2.425685 1.941926 -0.1 -0.5 -0.2
H 1.818495 0.020243 3.482898 0.0 0.4 -0.2
H 1.823042 -1.707422 3.611443 0.0 -0.2 0.1
C -3.423027 4.020011 -0.317963 0.1 -0.2 -0.2
O -2.216844 3.435130 0.174906 0.1 0.0 0.1
H -3.777632 4.740793 0.416709 0.0 0.0 0.1
H -3.226997 4.533368 -1.256326 -0.2 0.2 0.1
H -4.186162 3.253601 -0.466214 -0.1 0.1 0.0
H -1.914334 2.804253 -0.486817 0.0 0.0 0.1
C 1.140210 -4.611158 -2.532651 0.0 -0.1 0.2
O 2.464919 -4.233300 -2.157912 0.1 0.0 -0.2
H 1.132018 -4.845141 -3.597246 0.1 0.0 0.0
H 0.832724 -5.490195 -1.969037 -0.2 0.0 -0.1
H 0.449964 -3.786601 -2.340087 -0.1 -0.1 0.0
H 2.441034 -4.034259 -1.216794 0.1 0.1 0.0
C -1.367676 -6.400001 0.641177 -0.2 0.1 -0.2
O -1.103104 -5.678795 -0.567218 0.0 0.0 0.1
H -0.557063 -6.214405 1.335989 0.0 0.1 0.0
H -2.307154 -6.057119 1.084651 0.0 -0.1 0.1
H -1.424125 -7.466022 0.429703 0.0 0.0 0.1
H -1.831283 -5.855425 -1.171238 0.1 0.0 0.0
C 4.169273 -1.585661 -3.407235 0.0 0.2 0.4
O 4.863331 -0.621748 -2.610092 0.1 0.0 -0.1
H 4.737212 -1.746915 -4.321337 0.1 0.1 0.0
H 4.086781 -2.527916 -2.862719 -0.1 -0.1 -0.2
H 3.175059 -1.218024 -3.661000 0.1 -0.1 -0.1
H 4.350801 -0.490857 -1.806561 0.1 0.0 0.0
C 1.612618 -8.407707 0.516839 0.0 0.0 0.3
O 0.826525 -8.188315 1.685157 0.1 -0.1 0.1
H 1.069781 -8.000329 -0.333258 -0.1 0.0 0.0
H 2.576783 -7.899932 0.602113 0.0 0.0 -0.1
H 1.775321 -9.476846 0.358403 0.0 0.0 -0.1
H 1.309914 -8.549706 2.434877 -0.1 0.0 0.0
C -2.932026 -9.942469 0.527319 -0.1 0.0 -0.2
O -2.685344 -9.237883 -0.686959 0.0 0.0 0.0
H -2.107103 -9.739359 1.206314 0.0 0.0 0.0
H -3.864313 -9.602658 0.985598 0.0 -0.1 0.1
H -2.986680 -11.018068 0.341771 0.0 0.0 0.1
H -3.417942 -9.421355 -1.283245 0.1 0.0 0.0
C -2.310268 7.704678 1.410996 0.0 -0.3 -0.2
O -1.437675 6.639197 1.050052 0.0 0.1 0.1
H -1.749124 8.409999 2.019456 0.0 0.0 0.0
H -2.681193 8.216487 0.518765 -0.1 0.1 0.1
H -3.156807 7.328062 1.991537 0.0 0.1 0.0
H -1.938797 6.025120 0.501577 0.1 0.0 -0.1
C -1.844112 6.630217 -3.307940 0.2 0.3 0.3
O -2.068920 6.690009 -1.897549 -0.1 0.0 0.0
H -2.608532 5.994433 -3.748877 0.0 0.1 0.0
H -1.912882 7.629249 -3.745950 -0.1 -0.1 -0.1
H -0.863225 6.204165 -3.506886 0.0 0.0 -0.2
H -1.389095 7.256298 -1.516283 0.0 -0.1 0.1
C 0.376420 -2.306704 -5.408386 0.3 -0.2 0.1
O 1.193664 -1.880358 -4.330595 -0.3 0.0 0.0
H -0.286465 -1.491935 -5.693439 0.0 0.1 0.1
H 0.999754 -2.577058 -6.264256 -0.1 -0.1 -0.1
H -0.226407 -3.167721 -5.103827 -0.1 0.0 -0.2
H 1.768175 -2.622017 -4.103061 0.0 0.1 -0.1
C 0.961769 4.012310 -2.802099 0.0 -0.1 -0.2
O 0.076728 4.141310 -3.915933 0.0 -0.2 0.1
H 0.646776 4.720828 -2.038413 -0.1 0.0 0.0
H 0.915918 3.000288 -2.392060 0.1 0.0 0.1
H 1.987616 4.238550 -3.099170 0.0 0.0 0.1
H 0.361543 3.510893 -4.585655 0.0 0.1 0.0
C 4.022779 -4.385053 -6.629285 0.0 0.0 0.3
O 3.213798 -4.155562 -5.479961 0.0 0.0 0.1
H 3.500819 -3.986838 -7.495887 0.0 0.0 0.0
H 4.985378 -3.877810 -6.526824 0.0 0.0 -0.1
H 4.189341 -5.455550 -6.772196 0.0 0.0 -0.1
H 3.686700 -4.511106 -4.718440 -0.1 0.1 0.1
C 0.955693 -0.023996 6.959602 -0.2 0.1 -0.3
O 1.128746 0.810643 5.816717 0.1 0.1 0.1
H 1.804210 0.124161 7.622965 0.0 0.0 0.0
H 0.035535 0.250394 7.483099 0.0 -0.2 0.1
H 0.908779 -1.074530 6.663135 0.0 0.0 0.1
H 0.370882 0.672244 5.236785 -0.1 0.1 -0.1
C 0.170387 2.763550 9.398236 0.0 -0.1 -0.4
O -0.722088 2.991459 8.312111 0.0 0.0 0.1
H -0.165003 3.359363 10.243046 -0.1 0.0 0.0
H 0.163033 1.706701 9.679191 0.1 0.0 0.1
H 1.182948 3.068714 9.121515 0.1 0.0 0.2
H -0.414001 2.462292 7.568312 0.0 0.1 0.0
C -2.397253 -3.704744 4.305755 0.3 0.2 -0.2
O -1.123775 -3.987548 3.740872 0.0 0.0 0.1
H -2.765200 -4.611220 4.780382 0.0 0.0 0.0
H -2.317776 -2.914870 5.058655 -0.1 0.0 0.0
H -3.102501 -3.397354 3.528594 -0.1 0.0 0.1
H -0.809892 -3.177893 3.324075 0.0 0.0 -0.1
C -4.300547 2.652022 -4.161292 0.2 0.1 0.1
O -4.156345 3.911081 -3.510018 0.0 -0.1 -0.2
H -5.352432 2.507692 -4.395640 0.0 0.1 0.0
H -3.719740 2.640969 -5.088959 0.0 -0.2 0.0
H -3.964568 1.840002 -3.511615 0.0 -0.1 -0.1
H -3.219935 4.025287 -3.311901 -0.1 0.0 0.0
C -4.598187 4.759927 -7.818308 0.0 -0.1 0.3
O -5.354746 4.908197 -6.623154 0.0 0.0 -0.1
H -5.162712 5.206418 -8.633022 0.0 0.0 0.0
H -3.635280 5.270918 -7.729989 0.0 0.0 -0.1
H -4.430122 3.701736 -8.039520 0.1 0.0 -0.1
H -4.845134 4.510793 -5.909758 -0.1 0.2 0.1
```
Positions in Å, forces in eV/Å.

Values from the calculation:
- M (g/mol) = 764.34
- frontier orbital gap (eV) = 9.7568
- total charge = 0
- LUMO level (eV) = 0.223
- multiplicity = 1